Record 1
The following is a DFT calculation (the ωB97M-V functional and the def2-TZVPD basis) of a 2-piece molecular cluster, C3H5NO2 overall.

For the energy, the calculation gives -8775.140 eV. For the highest occupied orbital energy, the calculation gives -9.27 eV. As for the HOMO-LUMO gap: 9.76 eV. The SMILES is C=C(O)N=C=O.[H][H]. The largest force on an atom comes out at 0.0496 Eh/bohr. The value obtained for the energy relative to the best compared isomer or geometry (same formula, charge and spin) is 58.9 kcal per mole. The LUMO energy is 0.496 eV.

The geometry in XYZ format:
```
11
Properties=species:S:1:pos:R:3:forces:R:3:lowdin_charge:R:1
C -1.9598 0.3040 -0.2516 -0.3570 -0.9229 -0.9369 -0.256
C 0.2404 -0.6550 0.1374 1.2183 1.0896 -0.3413 -0.477
C 0.6252 -0.6378 1.4026 -1.5810 0.5265 1.9337 0.058
N -0.7483 0.2332 -0.2901 -1.7753 0.1335 -0.3452 0.135
O -3.1266 0.3531 -0.3979 1.3727 0.4189 0.6079 0.167
O 0.9885 -1.1925 -0.8964 -1.2068 0.1537 0.3359 0.035
H 0.7300 1.9081 -1.1349 -0.7475 -0.1303 -0.4297 0.021
H 0.0066 -0.0581 2.2030 1.2551 -1.1281 -1.8439 0.109
H 1.4142 -1.2521 1.7661 0.5187 -0.3095 0.0468 0.049
H 1.3513 2.0707 -0.8157 0.9088 0.2739 0.3906 0.041
H 0.4785 -1.0737 -1.7225 0.3940 -0.1053 0.5822 0.117
```
Forces are in eV/Å.

Record 2
The following is a DFT calculation (the ωB97M-V functional and the def2-TZVPD basis) of a 2-piece molecular cluster, C15H28N2O8 overall.

For the energy, the calculation gives -35369.788 eV. For the highest occupied orbital energy, the calculation gives -9.67 eV. As for the HOMO-LUMO gap: 9.26 eV. The SMILES is O=C(O)C(=O)C[C@H](O)[C@H](O)CO.CNC(=O)[C@H](CC(C)C)NC(C)=O. The largest force on an atom comes out at 0.0755 Eh/bohr. The LUMO energy is -0.407 eV.

The geometry in XYZ format:
```
53
Properties=species:S:1:pos:R:3:forces:R:3:lowdin_charge:R:1
O -2.5521 0.9834 -8.5315 0.6795 -1.4900 -0.0404 0.111
O 1.4950 2.1693 5.6519 0.0550 0.3195 0.0482 0.037
O -1.1838 -1.7645 -6.9805 -0.6666 2.0179 -0.7456 0.135
O -0.7044 -2.5422 4.6536 -0.2193 0.3859 -0.1762 0.062
O -1.7919 -0.8681 -9.5944 0.0636 0.2942 1.5911 0.127
O 1.6970 1.8680 -2.3699 -0.0612 -0.1229 0.0184 -0.080
O 0.8522 2.0538 -4.9077 -0.2235 -0.0425 -0.0112 -0.024
O -1.0988 -0.9407 -3.9936 0.4713 -0.1167 0.1315 -0.020
C -1.9905 -0.1048 -8.4812 -1.2287 2.0931 -1.6197 -0.408
C 1.2397 1.0678 5.1943 1.3959 0.4101 1.1242 -0.550
C -1.5068 -0.5870 -7.1460 1.5277 -3.0244 1.8950 -0.247
C -0.8298 -1.3436 4.8697 1.0267 -1.1425 -0.2417 -0.478
N -1.2662 -0.8812 6.0497 -0.2640 0.9462 0.6318 0.016
N 0.1723 0.9244 4.4043 -1.6599 -0.8595 -0.9335 0.093
C 2.1439 -0.1031 5.5290 -0.3104 0.1119 -0.1055 0.027
C -1.6430 -1.7243 7.1834 0.0705 -0.1462 -0.4770 -0.051
C 1.9278 -0.4689 0.6511 -0.0862 -0.0686 0.5995 -0.069
C -0.2433 0.7203 0.7767 0.2787 0.1210 0.4760 -0.068
C 1.0935 0.7056 -2.9648 -0.1176 -0.4230 0.4659 -0.188
C -1.3850 0.4048 -5.9750 0.5601 0.3845 -1.0025 -0.042
C 0.1252 1.1555 -4.0639 0.9916 0.4568 0.2432 -0.319
C -0.4109 -0.0427 -4.8711 -0.9023 0.3065 0.0034 -0.313
C 0.9222 0.1752 1.6057 -0.3758 -0.2645 -0.1724 -0.421
C 0.4517 -0.8539 2.6552 0.0314 -0.0134 0.2566 -0.122
C -0.4117 -0.2955 3.8144 0.3836 0.5053 -0.3487 -0.195
H -2.1810 -0.3733 -10.3320 -0.0101 0.0542 0.1051 0.130
H 2.3513 1.6094 -1.6965 -0.4770 0.0063 -0.5651 0.083
H 1.3793 2.6393 -4.3274 -0.3793 -0.4835 -0.2808 0.098
H -1.9240 -0.5459 -3.6658 0.4689 0.0444 -0.3204 0.105
H -1.3007 0.1191 6.1721 0.0267 -0.1007 0.0095 0.133
H -0.3107 1.7914 4.2262 0.0805 0.0438 0.0583 0.151
H 2.8834 0.2258 6.2576 -0.1608 0.1057 -0.1020 0.089
H 1.5719 -0.9228 5.9552 -0.0038 -0.2573 -0.1142 0.077
H 2.6610 -0.4322 4.6317 0.0055 -0.2060 -0.0637 0.079
H -2.6105 -2.1925 6.9923 0.0600 -0.0545 0.1171 0.086
H -1.7020 -1.1268 8.0944 0.0221 0.0524 -0.2300 0.085
H -0.8980 -2.5101 7.3240 -0.0875 0.0548 -0.0580 0.087
H 1.4561 -1.2853 0.1031 0.0828 -0.0360 -0.1012 0.089
H 2.2996 0.2758 -0.0487 0.0612 -0.0216 -0.1232 0.055
H 2.7716 -0.8620 1.2189 0.1093 -0.0926 -0.1474 0.080
H 0.1277 1.4418 0.0490 -0.1044 0.0324 -0.0972 0.071
H -0.7440 -0.0947 0.2540 -0.0934 -0.0159 -0.0501 0.085
H -0.9575 1.2269 1.4235 -0.2264 0.0810 -0.0975 0.068
H 1.8674 0.0600 -3.3942 -0.0404 0.0701 -0.1188 0.136
H 0.5563 0.1259 -2.2068 0.0200 0.0535 -0.0729 0.106
H -2.3768 0.5851 -5.5550 -0.0458 0.0658 -0.0457 0.140
H -1.0341 1.3519 -6.3936 -0.1589 0.0857 0.0448 0.127
H -0.7128 1.6894 -3.6029 -0.1560 0.0203 0.0555 0.156
H 0.4493 -0.5516 -5.3247 -0.3186 -0.2303 0.2707 0.163
H 1.4249 1.0063 2.0994 -0.0117 0.0953 0.1657 0.129
H -0.1220 -1.6283 2.1433 -0.0037 -0.1012 0.0852 0.128
H 1.3260 -1.3444 3.0794 0.0470 -0.1411 0.0451 0.105
H -1.3540 0.0142 3.3639 -0.1263 0.2363 0.0210 0.147
```
Forces are in eV/Å.